(1)
C35H44CrFNO3SSi as an isolated structure at a distorted geometry, computed with the ωB97M-V functional and the def2-TZVPD basis.

Calculated values
* total charge: 0
* LUMO (spin up / spin down): 0.077 / 0.070 eV
* 2S+1: 5
* Kohn-Sham gap (spin up / spin down): 0.2503 / 0.2556 Eh

Each line ends with the Mulliken spin population.
Element x y z (Å)
Cr: 0.43 0.23 -0.84  4.235
C: 0.08 -1.48 4.56  -0.001
C: -0.42 -1.18 3.14  -0.019
C: -1.89 -1.63 3.05  0.001
C: -0.34 0.33 2.91  0.027
Si: 0.55 -2.07 1.73  0.135
O: 0.26 -1.29 0.37  -0.559
C: 2.41 -2.16 2.09  0.012
C: 3.25 -1.84 1.02  0.054
C: 4.63 -1.90 1.14  0.024
C: 5.21 -2.27 2.34  0.001
C: 4.40 -2.59 3.42  0.000
C: 3.01 -2.55 3.29  -0.004
C: -0.13 -3.83 1.56  0.004
C: -0.87 -4.16 0.42  -0.007
C: -1.41 -5.43 0.26  0.000
C: -1.22 -6.39 1.24  0.000
C: -0.48 -6.08 2.38  0.000
C: 0.05 -4.81 2.53  0.001
H: -0.56 -0.99 5.30  0.000
H: 1.10 -1.10 4.70  0.000
H: 0.08 -2.55 4.77  0.001
H: -2.52 -1.03 3.73  0.000
H: -1.99 -2.68 3.33  0.000
H: -2.27 -1.53 2.03  0.000
H: -1.02 0.87 3.58  0.002
H: -0.61 0.58 1.88  0.022
H: 0.68 0.69 3.09  -0.001
H: 2.79 -1.56 0.09  -0.030
H: 5.25 -1.65 0.28  0.000
H: 6.29 -2.31 2.44  0.000
H: 4.84 -2.89 4.36  0.000
H: 2.41 -2.82 4.15  0.000
H: -1.00 -3.41 -0.35  0.006
H: -1.96 -5.67 -0.64  0.000
H: -1.63 -7.39 1.12  0.000
H: -0.33 -6.83 3.14  0.000
H: 0.64 -4.58 3.42  0.000
F: 0.86 1.25 -7.30  -0.001
C: 1.12 0.87 -6.03  -0.013
C: 1.97 1.63 -5.26  0.006
C: 2.26 1.22 -3.97  0.001
C: 1.70 0.05 -3.42  -0.018
C: 2.02 -0.41 -2.06  -0.046
C: 0.83 -0.68 -4.24  0.002
C: 0.54 -0.28 -5.54  0.006
H: 2.42 2.53 -5.68  0.000
H: 2.94 1.81 -3.36  0.001
H: 3.00 -0.05 -1.73  0.015
H: 1.98 -1.50 -2.01  -0.019
H: 0.37 -1.57 -3.84  0.006
H: -0.12 -0.86 -6.16  0.000
C: 0.83 4.44 -2.82  -0.001
N: 0.99 4.32 -1.38  0.017
C: 1.34 5.53 -0.66  -0.001
C: 1.05 3.11 -0.80  0.017
C: 1.63 2.99 0.58  0.113
O: 0.65 2.11 -1.42  0.001
H: 0.05 5.16 -3.05  0.000
H: 0.56 3.47 -3.23  0.001
H: 1.76 4.77 -3.28  0.001
H: 0.89 6.37 -1.19  0.000
H: 2.42 5.69 -0.61  0.001
H: 0.93 5.52 0.35  0.001
H: 2.64 3.41 0.61  0.003
H: 1.67 1.93 0.83  -0.019
H: 1.02 3.50 1.33  0.004
C: -3.83 4.69 0.39  -0.001
C: -3.45 3.26 0.08  0.002
C: -2.91 2.93 -1.16  0.021
C: -2.59 1.61 -1.47  -0.019
C: -2.85 0.62 -0.54  0.027
C: -3.38 0.93 0.70  0.005
C: -3.68 2.25 1.01  0.002
S: -2.48 -1.10 -0.98  -0.006
C: -4.05 -1.30 -1.91  0.003
O: -1.42 -1.04 -2.02  -0.010
H: -3.67 5.33 -0.47  0.000
H: -3.24 5.08 1.23  0.000
H: -4.88 4.74 0.68  0.000
H: -2.74 3.70 -1.90  0.001
H: -2.20 1.36 -2.44  -0.004
H: -3.57 0.15 1.43  -0.001
H: -4.11 2.50 1.97  0.000
H: -4.02 -0.64 -2.78  0.000
H: -4.89 -1.06 -1.27  0.000
H: -4.11 -2.34 -2.23  0.000

(2)
A 8-piece molecular cluster, C23H65N13O11 overall at a distorted geometry, computed with the ωB97M-V functional and the def2-TZVPD basis.

Calculated values
* structure (SMILES): COCCNCCOC.COCCNCCOC.COCCNCCOC.NC(N)=O.NC(N)=O.NC(N)=O.NC(N)=O.NC(N)=O
* total charge: 0
* LUMO: 0.433 eV
* Kohn-Sham gap: 0.3217 Eh

Each line ends with the Mulliken charge.
Element x y z (Å)
C: 3.10 -2.29 -1.22  -0.346
O: 4.37 -1.91 -0.79  -0.471
C: 4.32 -0.98 0.30  0.766
C: 5.58 -1.11 1.11  -0.945
N: 5.43 -2.12 2.17  -0.146
C: 6.58 -2.24 3.04  -0.814
C: 6.29 -3.09 4.27  -0.520
O: 5.44 -2.38 5.19  -0.390
C: 5.30 -3.04 6.43  -0.849
H: 3.19 -2.74 -2.22  0.412
H: 2.36 -1.48 -1.31  0.042
H: 2.58 -3.00 -0.56  0.085
H: 3.45 -1.24 0.91  -0.520
H: 4.06 0.02 -0.05  0.265
H: 5.66 -0.13 1.60  0.364
H: 6.42 -1.36 0.47  0.451
H: 4.66 -1.88 2.78  0.068
H: 7.02 -1.31 3.42  0.322
H: 7.45 -2.69 2.55  0.417
H: 7.26 -3.34 4.72  0.534
H: 5.84 -4.08 4.13  0.298
H: 4.49 -2.52 6.96  0.269
H: 6.22 -3.03 7.02  0.320
H: 4.89 -4.04 6.24  0.357
C: -2.06 2.15 2.09  -0.897
O: -2.88 1.66 1.05  0.094
C: -3.89 0.76 1.49  -0.792
C: -4.59 0.19 0.26  -0.709
N: -3.97 -0.98 -0.31  0.484
C: -4.81 -1.71 -1.27  -0.928
C: -4.15 -2.93 -1.83  0.206
O: -4.98 -3.35 -2.91  -0.379
C: -4.46 -4.38 -3.71  -0.734
H: -1.37 2.85 1.63  0.204
H: -1.43 1.34 2.48  0.305
H: -2.60 2.69 2.87  0.330
H: -4.64 1.35 2.03  0.351
H: -3.40 0.00 2.10  0.355
H: -4.74 1.04 -0.43  0.234
H: -5.65 -0.05 0.41  0.625
H: -3.15 -0.65 -0.83  -0.552
H: -5.11 -1.03 -2.08  0.277
H: -5.77 -1.91 -0.77  0.479
H: -4.02 -3.76 -1.13  0.375
H: -3.18 -2.65 -2.26  -0.020
H: -4.40 -5.29 -3.09  0.300
H: -3.41 -4.22 -3.99  0.266
H: -5.20 -4.60 -4.47  0.270
C: -0.78 -1.14 -2.46  -0.968
O: -1.72 -0.12 -2.22  0.476
C: -1.82 0.86 -3.24  -1.016
C: -2.94 1.86 -2.90  -0.681
N: -2.55 2.82 -1.88  0.734
C: -3.67 3.70 -1.51  -0.427
C: -4.11 4.70 -2.59  -0.723
O: -4.76 4.04 -3.65  -0.273
C: -5.19 4.91 -4.67  -0.859
H: -0.96 -1.96 -1.76  0.168
H: 0.25 -0.79 -2.39  0.269
H: -0.88 -1.62 -3.44  0.293
H: -2.00 0.48 -4.24  0.380
H: -0.86 1.39 -3.29  0.361
H: -3.83 1.34 -2.53  0.142
H: -3.25 2.30 -3.85  0.508
H: -2.11 2.39 -1.08  -0.488
H: -3.37 4.28 -0.64  0.397
H: -4.49 3.09 -1.12  0.301
H: -3.20 5.21 -2.92  0.203
H: -4.75 5.47 -2.17  0.535
H: -5.85 5.71 -4.31  0.318
H: -5.53 4.29 -5.50  0.261
H: -4.36 5.44 -5.14  0.340
N: 0.66 -0.44 1.26  0.494
C: 1.00 0.75 0.73  0.135
N: 0.20 1.25 -0.21  0.898
O: 2.05 1.34 1.08  -1.001
H: -0.20 -0.90 1.02  -0.116
H: 1.13 -0.84 2.07  0.185
H: 0.37 2.14 -0.66  0.064
H: -0.59 0.73 -0.55  -0.998
N: 4.15 3.76 -0.62  -0.270
C: 4.84 3.72 0.53  0.564
N: 4.32 2.87 1.46  -0.280
O: 5.93 4.29 0.69  -0.728
H: 4.55 4.31 -1.37  0.162
H: 3.22 3.39 -0.72  0.202
H: 4.88 2.60 2.25  0.168
H: 3.39 2.51 1.29  0.478
N: 3.17 -3.47 3.67  -0.278
C: 2.08 -2.87 3.11  0.569
N: 1.51 -3.53 2.06  -0.122
O: 1.58 -1.81 3.52  -0.832
H: 3.55 -4.16 3.06  0.181
H: 3.56 -3.00 4.47  0.314
H: 0.70 -3.15 1.60  0.120
H: 2.13 -4.20 1.63  0.209
N: 1.63 5.51 -2.87  -0.385
C: 0.74 4.65 -2.32  0.451
N: -0.54 4.82 -2.78  -0.243
O: 1.01 3.87 -1.40  -0.690
H: 1.31 6.19 -3.54  0.144
H: 2.52 5.71 -2.44  0.251
H: -0.67 5.56 -3.44  0.148
H: -1.28 4.15 -2.53  0.037
N: -1.62 -4.27 2.60  -0.418
C: -1.93 -3.34 1.66  0.493
N: -3.24 -3.10 1.50  -0.232
O: -1.09 -2.67 1.02  -0.771
H: -2.32 -4.94 2.84  0.199
H: -0.64 -4.53 2.60  0.227
H: -3.92 -3.73 1.88  0.214
H: -3.50 -2.31 0.89  0.096

Respective energy above the lowest of the compared OMol25 structures with the same formula, charge and spin values: 0.367; 0.000 eV.
Respective calculated total energy values: -94495.4816; -66801.1247 eV.